78
Properties=species:S:1:pos:R:3:forces:R:3:lowdin_charge:R:1 method="wB97M-V/def2-TZVPD" charge=+1
C 1.853647 3.926243 -2.072480 -0.1 0.6 0.2 -0.01
N 1.470486 2.551476 -2.225823 0.3 -0.9 0.0 -0.04
C 2.378190 1.547137 -2.449527 1.5 0.7 0.4 -0.34
O 3.596883 1.694669 -2.533774 -2.2 -0.4 -0.1 0.11
C 1.556049 0.257220 -2.549238 1.1 -0.3 -0.4 -0.14
C 2.157995 -1.014556 -1.929652 -0.3 -0.5 0.0 -0.09
C 3.571856 -1.276087 -2.323591 0.7 -0.2 -0.8 -0.19
C 4.056336 -1.641173 -3.573423 -0.1 0.5 1.1 -0.03
N 5.440824 -1.590303 -3.538488 -0.1 -0.3 0.1 0.08
C 5.871351 -1.254706 -2.253961 -0.9 0.6 -0.2 -0.19
C 7.139234 -0.949090 -1.773428 0.1 -0.1 0.5 -0.02
C 7.233793 -0.453681 -0.468672 -0.3 -0.2 -0.4 -0.08
C 6.082498 -0.197025 0.305565 -0.5 -0.1 -0.1 -0.09
C 4.807533 -0.477952 -0.187135 0.5 0.0 0.0 -0.03
C 4.709282 -1.032623 -1.463386 0.0 0.0 -1.1 -0.15
N 0.305367 0.653003 -1.927093 -2.1 -1.5 0.2 0.06
C -0.629598 -0.219873 -1.531839 2.0 1.2 0.2 0.02
C -1.916712 0.137226 -1.137341 -1.4 -0.3 1.1 -0.07
C -2.733394 -0.800426 -0.522683 1.0 0.0 -2.3 0.03
C -4.158222 -0.754712 -0.646241 -1.6 0.4 0.2 -0.22
C -4.840471 -1.967269 -0.923832 0.5 0.5 0.5 -0.01
C -6.194966 -1.967542 -1.223923 -0.3 0.2 -0.1 -0.06
C -6.915491 -0.759829 -1.233563 0.7 -0.2 0.1 -0.04
C -6.257622 0.444886 -0.928673 -0.1 0.0 -0.2 -0.06
C -4.891423 0.465608 -0.678449 0.3 -0.6 0.2 -0.01
C 0.102763 2.103760 -1.980819 0.0 1.5 -0.3 -0.46
C -0.398531 2.756000 -0.691325 0.3 -0.3 0.5 -0.01
C -0.817694 2.551023 -3.131879 0.1 0.1 -0.3 0.02
H 2.911097 4.022557 -2.320151 -0.2 0.0 -0.1 0.10
H 1.239308 4.557078 -2.726383 0.3 0.0 0.0 0.10
H 1.705033 4.270258 -1.039650 0.1 -0.1 -0.2 0.10
H 1.405425 0.064295 -3.634537 0.0 0.2 0.5 0.18
H 2.086648 -0.991986 -0.827611 -0.1 0.1 -0.4 0.13
H 1.527250 -1.845348 -2.286008 0.2 0.1 0.3 0.12
H 3.493735 -1.909999 -4.475731 0.5 0.2 0.4 0.13
H 6.038822 -1.738961 -4.345890 -0.3 0.0 0.5 0.16
H 8.005219 -1.108966 -2.409750 0.0 0.1 0.3 0.11
H 8.207827 -0.252249 -0.033006 -0.1 0.0 -0.2 0.10
H 6.182224 0.252460 1.293550 0.1 -0.2 -0.2 0.10
H 3.888983 -0.237546 0.355190 0.4 0.0 0.1 0.10
H -0.320091 -1.268941 -1.488426 -0.1 0.4 -0.1 0.15
H -2.327706 1.127524 -1.353985 0.2 -0.7 -0.1 0.10
H -2.291604 -1.774693 -0.283546 -0.1 0.3 0.1 0.14
H -4.251111 -2.886493 -0.914539 -0.3 0.1 0.0 0.12
H -6.689170 -2.916363 -1.450254 0.1 0.4 0.0 0.12
H -7.973234 -0.755681 -1.493015 0.3 0.0 0.2 0.12
H -6.830545 1.377219 -0.905059 0.3 -0.4 -0.1 0.12
H -4.367971 1.405655 -0.473603 -0.3 -0.3 0.0 0.12
H 0.350148 2.625225 0.103777 -0.3 0.1 -0.3 0.09
H -0.554469 3.825334 -0.882089 0.1 -0.3 0.1 0.10
H -1.345092 2.342680 -0.341631 0.2 0.2 0.0 0.07
H -0.266727 2.567974 -4.082780 -0.3 -0.2 0.2 0.10
H -1.698493 1.908305 -3.215051 0.1 0.2 -0.1 0.08
H -1.153197 3.578138 -2.918298 0.1 -0.4 -0.2 0.10
C -1.286811 -4.231649 4.096142 0.0 0.1 -0.1 -0.09
C -2.598790 -3.746736 3.977500 0.5 -0.2 -0.1 -0.08
C -2.810970 -2.393818 3.719400 0.4 0.0 0.1 -0.04
C -1.714043 -1.529946 3.646857 0.1 0.4 0.3 -0.20
C -1.927400 -0.049061 3.429458 -0.9 0.2 0.1 -0.31
C -1.492709 0.898924 4.597530 -0.1 -0.3 -0.1 -0.10
C -0.571473 1.968224 3.981983 -0.1 0.0 -0.3 -0.15
C -0.307851 1.517493 2.529696 0.6 0.3 -0.2 -0.23
N -1.252464 0.453687 2.258628 0.2 0.7 -0.6 -0.02
C -0.406695 -1.997493 3.806170 -0.2 -0.6 0.0 -0.04
C -0.189461 -3.362993 4.004345 -0.3 0.2 -0.1 -0.08
H -1.108692 -5.296139 4.250596 -0.1 0.3 0.0 0.10
H -3.441306 -4.430254 4.079806 0.2 0.2 -0.1 0.10
H -3.821749 -1.997356 3.591311 0.3 -0.1 0.1 0.11
H -3.005984 0.105667 3.267086 0.0 -0.2 0.2 0.13
H -2.381880 1.375172 5.023785 0.2 -0.2 0.0 0.11
H -0.993678 0.341141 5.399416 -0.1 0.1 -0.3 0.11
H -1.079057 2.946494 3.948729 0.3 -0.4 0.2 0.11
H 0.364063 2.071893 4.543299 -0.3 0.1 -0.1 0.11
H -0.477782 2.385048 1.866792 0.1 -0.4 0.3 0.07
H 0.751084 1.202781 2.378341 -0.4 0.1 0.1 0.11
H -1.064587 -0.168451 1.483471 0.1 0.0 0.6 0.09
H 0.432960 -1.297245 3.775936 -0.3 -0.2 0.0 0.12
H 0.833029 -3.734265 4.086857 -0.3 0.0 0.1 0.11


96
Properties=species:S:1:pos:R:3:forces:R:3:lowdin_charge:R:1 method="wB97M-V/def2-TZVPD" charge=0
C 5.049550 1.307105 1.698560 -0.2 -1.2 0.4 -0.05
C 5.156125 -0.135953 1.148399 0.8 1.7 0.5 -0.26
O 4.184042 -0.253888 0.123894 -1.3 -0.2 -1.3 -0.21
P 3.701653 -1.680459 -0.399755 1.6 -1.4 0.1 0.51
O 4.905985 -2.532322 -0.712833 -2.6 1.3 -0.1 -0.26
O 2.885771 -2.336470 0.835481 0.7 0.3 -1.6 -0.17
C 1.677267 -1.863442 1.405918 -0.6 0.8 0.1 -0.25
C 1.765784 -0.426491 1.958071 -0.6 -1.1 0.4 -0.05
O 2.542598 -1.401479 -1.549983 1.1 -0.6 3.5 -0.20
C 2.693736 -0.688056 -2.742076 0.5 -0.7 -1.2 -0.27
C 3.192049 -1.701271 -3.833999 -0.6 1.1 0.5 -0.04
H 4.047906 1.458163 2.101056 0.1 0.2 0.1 0.05
H 5.773076 1.351582 2.512569 -0.1 0.3 0.2 0.08
H 5.282730 2.089978 0.976863 0.0 -0.3 -0.2 0.07
H 6.183283 -0.209179 0.791065 -0.2 -0.5 -0.6 0.12
H 5.026529 -0.910961 1.903828 -0.2 0.1 0.1 0.12
H 0.834038 -1.959646 0.721953 0.1 0.0 -0.4 0.09
H 1.463144 -2.580780 2.198180 0.1 0.2 0.2 0.12
H 0.855947 -0.260075 2.534788 -0.1 -0.1 0.3 0.07
H 2.601222 -0.426344 2.658171 0.1 0.6 -0.2 0.08
H 1.747469 0.385216 1.230810 0.6 -0.3 -0.2 0.06
H 1.723744 -0.235611 -2.948274 -0.2 -0.4 -0.3 0.08
H 3.316742 0.194777 -2.598676 0.6 -0.2 -0.1 0.12
H 3.039837 -1.213427 -4.796771 0.7 -0.1 -0.2 0.07
H 4.203081 -2.030436 -3.594075 0.2 0.5 -0.3 0.07
H 2.638714 -2.639077 -3.883507 -0.5 0.3 0.4 0.08
O -3.139609 0.110346 4.457024 -1.5 1.3 -2.0 0.12
C -3.655688 0.803434 3.586222 1.8 -0.6 0.7 -0.55
O -3.598903 2.135926 3.534732 0.3 1.2 0.9 0.07
C -4.186586 2.657325 2.332912 0.7 1.5 0.9 -0.13
C -4.833523 1.508467 1.743711 -0.6 -2.1 -1.1 -0.11
O -4.213362 0.392186 2.444481 -1.2 -1.0 -0.5 0.05
H -4.936800 3.401666 2.599836 0.4 0.3 0.1 0.14
H -3.435619 3.052335 1.648720 0.3 0.2 0.5 0.13
H -4.617615 1.413304 0.679557 0.0 -0.3 0.1 0.13
H -5.916214 1.551623 1.862066 0.0 -0.6 0.3 0.14
O -1.403399 -3.636332 0.366986 -1.6 1.4 3.3 0.10
C -2.004572 -3.381915 1.422698 0.3 -1.9 -1.1 -0.45
O -3.367446 -3.502090 1.562152 0.8 1.3 -0.4 0.04
C -3.734939 -2.983194 2.879502 0.0 -1.8 0.1 -0.07
C -2.467802 -3.329704 3.622306 -0.8 0.6 2.0 -0.16
O -1.473805 -3.162433 2.680018 1.4 0.1 -3.1 0.05
H -4.005017 -1.928288 2.927920 0.1 -0.1 -0.5 0.11
H -4.535729 -3.642849 3.213713 -0.2 0.4 0.0 0.14
H -2.436164 -4.338908 4.032928 -0.2 -0.2 -0.3 0.14
H -2.279185 -2.656057 4.458205 0.0 0.1 -0.1 0.13
O 3.626426 2.676247 4.595438 -3.2 0.8 -0.1 0.12
C 2.405187 2.834261 4.584502 3.5 -0.3 0.7 -0.55
O 1.746056 3.962263 4.906349 0.2 0.5 0.0 0.05
C 0.332711 3.705905 5.063873 0.7 -0.7 -1.6 -0.06
C 0.259917 2.356657 4.214870 -1.6 0.8 2.1 -0.11
O 1.553588 1.844828 4.338290 0.3 -0.5 -0.7 0.05
H 0.120727 3.715969 6.133012 -0.2 -0.6 -0.1 0.13
H -0.233084 4.510197 4.593658 0.2 0.0 0.0 0.12
H -0.046208 2.527963 3.182860 0.2 0.0 0.0 0.12
H -0.390617 1.640306 4.716619 -0.3 0.0 -0.4 0.13
O -2.250482 0.242043 -5.797414 -0.6 2.4 0.9 0.15
C -2.182590 1.340585 -5.267688 0.6 -3.6 -1.1 -0.59
O -2.318164 2.522257 -5.799990 -0.3 1.6 -1.8 0.12
C -1.617969 3.470706 -5.024268 0.2 1.7 1.0 -0.10
C -1.350369 2.780355 -3.717431 0.8 -0.8 0.6 -0.12
O -1.824502 1.495073 -4.008496 0.1 -1.7 2.3 0.03
H -0.680130 3.796030 -5.474499 -0.3 -0.1 -0.5 0.14
H -2.221614 4.330532 -4.733713 -0.3 0.1 -1.0 0.14
H -1.834074 3.183506 -2.827705 -0.3 0.0 -0.2 0.14
H -0.298870 2.646218 -3.463591 0.2 0.3 -0.1 0.12
O 0.131372 -6.217279 -5.080893 -3.1 1.0 3.5 0.09
C -0.647924 -5.943844 -4.132798 3.0 1.0 -6.1 -0.53
O -0.870765 -6.682651 -3.114439 0.3 -1.8 0.7 0.11
C -1.466994 -5.934477 -2.116101 -0.9 0.6 2.3 -0.12
C -2.036419 -4.687651 -2.859399 0.3 -0.6 1.8 -0.12
O -1.378354 -4.764250 -4.091923 0.5 -1.1 -0.8 0.06
H -2.206679 -6.550206 -1.604388 -0.5 0.1 -0.5 0.13
H -0.756063 -5.779288 -1.304569 0.4 0.7 -0.3 0.13
H -1.783820 -3.722453 -2.420438 0.1 -0.2 0.3 0.10
H -3.119809 -4.804166 -2.831114 -0.1 0.2 -1.0 0.13
O -1.183200 1.302380 0.822717 0.6 0.0 -0.4 0.15
C -1.318205 0.623770 -0.153899 1.8 0.3 -0.3 -0.53
O -0.328102 0.246902 -1.069187 1.7 4.7 4.2 0.02
C -0.712939 -0.663282 -1.952279 -2.4 -2.1 -0.7 -0.18
C -2.237383 -0.612841 -1.720616 -0.3 -1.7 -2.4 -0.08
O -2.457449 0.145176 -0.545613 -1.2 -1.0 -0.6 0.11
H -0.474648 -0.390978 -2.980459 0.3 -0.3 0.1 0.13
H -0.331307 -1.606178 -1.560602 0.3 -0.4 -0.9 0.13
H -2.532955 -1.659861 -1.653739 -0.7 0.3 0.6 0.12
H -2.716989 -0.163289 -2.590097 -0.3 0.2 0.4 0.12
O 4.473401 4.715382 -0.384411 -4.7 -2.3 -0.2 0.10
C 3.323572 4.213689 -0.495514 4.4 1.1 -0.1 -0.49
O 3.019548 2.887186 -0.483583 1.1 0.0 -0.2 0.07
C 1.681532 2.676713 -0.811000 -2.7 1.0 1.0 -0.12
C 1.068604 4.130953 -0.810366 0.5 -1.4 0.4 -0.09
O 2.222888 4.911364 -0.716735 0.5 1.9 -0.5 0.07
H 1.411728 2.129120 -1.714021 1.0 0.0 -0.3 0.11
H 1.137071 2.154539 -0.024232 0.5 -0.3 0.2 0.09
H 0.536912 4.363746 0.112241 -0.6 -0.3 -0.3 0.13
H 0.507395 4.333576 -1.722560 0.0 0.3 0.2 0.11


23
Properties=species:S:1:pos:R:3:forces:R:3:nbo_charge:R:1 method="wB97M-V/def2-TZVPD" charge=0
C -0.868657 2.975065 -1.381934 0.9 -2.5 0.5 -0.44
N 0.573030 2.524711 -1.490702 0.6 -0.1 -1.4 -0.65
C 0.819012 1.073002 -1.810741 -1.9 -0.9 0.2 -0.25
C 1.702156 0.447387 -0.745855 -0.3 1.1 1.8 -0.53
S 1.939291 -1.351543 -0.916830 0.3 -0.1 -0.1 -0.06
H -1.388839 2.277512 -0.650755 0.4 -0.3 -1.6 0.20
H -1.302106 2.974184 -2.426211 -0.3 0.6 1.6 0.20
H -0.956397 3.776006 -0.654999 0.3 1.3 -1.1 0.22
H 1.043059 3.039068 -2.269693 -0.7 -0.2 1.2 0.36
H -0.199544 0.553901 -1.737397 1.3 0.5 -0.5 0.18
H 1.307359 0.779477 -2.774257 -0.7 0.9 0.3 0.19
H 2.734416 0.900997 -0.892322 -1.4 -0.3 1.0 0.23
H 1.095067 0.663240 0.259622 2.1 -0.3 -1.8 0.22
H 3.253658 -1.387470 -0.570997 -0.6 0.1 -0.1 0.13
O 0.146067 -1.901540 3.210150 2.1 -2.7 -3.1 -0.97
H -0.071324 -2.597636 2.391170 0.9 2.9 3.2 0.49
H 1.187465 -1.910511 3.238365 -3.1 0.0 -0.2 0.48
O -2.305075 -2.202672 0.686002 0.8 -2.8 3.2 -0.93
H -2.968414 -2.262443 1.406383 0.7 -0.2 -0.4 0.47
H -2.700329 -1.595430 0.154684 -1.5 2.9 -2.7 0.46
O -2.974585 0.411382 2.176511 1.4 -1.4 0.4 -0.96
H -2.798147 1.346822 2.213007 0.2 0.4 0.1 0.47
H -2.122116 -0.036086 2.467499 -1.5 0.9 -0.6 0.49


14
Properties=species:S:1:pos:R:3:forces:R:3:nbo_charge:R:1 method="wB97M-V/def2-TZVPD" charge=0
C 2.122501 -0.319195 -0.474921 -0.4 4.0 -0.1 -0.40
C 2.105867 0.590764 0.499851 1.0 0.1 -0.7 -0.37
C -0.954029 -0.270041 -0.064175 -0.9 1.7 2.7 -0.11
C -0.230737 0.458677 -1.169043 0.1 3.2 0.5 0.30
C -2.404539 -0.064931 0.309489 1.0 2.4 1.8 -0.65
O -0.627971 -0.701122 -1.319284 -0.3 -4.4 -3.1 -0.43
H 2.005734 0.168749 -1.421161 -0.1 -0.6 -0.9 0.21
H 2.010758 -1.327141 -0.374215 0.5 -2.6 0.3 0.19
H 2.448722 0.291439 1.459644 -0.5 0.0 1.2 0.19
H 1.971841 1.668719 0.267415 0.3 -0.9 0.3 0.21
H -0.354575 -0.627066 0.763096 0.2 -0.4 -0.3 0.18
H -2.928950 -1.009290 0.221390 -0.6 0.2 -0.1 0.22
H -2.869492 0.884777 -0.129859 0.4 -1.8 0.0 0.23
H -2.295132 0.255656 1.431769 -0.6 -0.9 -1.8 0.22


We obtain frontier orbital gap values of 5.023; 9.354; 9.548; 10.134 eV for the records listed above, in that order.
We obtain energy above the lowest of the compared OMol25 structures with the same formula, charge and spin values of 15.76; 92.46; 50.42; 129.29 kcal per mole for the records listed above, in that order.
We obtain HOMO energy values of -9.82; -9.87; -9.02; -9.15 eV for the records listed above, in that order.